{"formula": "C3H4NP", "method": "wB97M-V/def2-TZVPD", "elements": ["C", "C", "C", "N", "P", "H", "H", "H", "H"], "positions_angstrom": [[-1.201, 1.185, 0.147], [-0.974, -1.446, -0.015], [0.816, -0.110, -0.135], [0.283, -1.276, 0.129], [-2.203, -0.092, -0.104], [-1.129, 2.156, -0.118], [-1.378, -2.421, 0.239], [0.837, 0.214, -1.207], [1.336, 0.282, 0.693]], "homo_ev": [-8.21, -8.21], "relative_energy_kcal_mol": 80.81, "smiles": "C#P=CN=C", "orbital_gap_ev": [7.79, 7.79], "energy_ha": -512.64713, "max_force_ev_per_a": 5.29, "spin_multiplicity": 1, "total_charge": 0}

=====

{"formula": "C3H4NS", "method": "wB97M-V/def2-TZVPD", "elements": ["C", "C", "C", "N", "S", "H", "H", "H", "H"], "positions_angstrom": [[-0.988, 0.009, 0.006], [0.788, 1.159, 0.235], [-0.049, -1.089, 0.065], [-0.494, 1.195, 0.125], [1.600, -0.322, 0.181], [-2.098, -0.003, -0.194], [1.518, 2.577, -0.059], [-0.174, -1.958, 0.565], [-0.102, -1.568, -0.924]], "homo_ev": -16.12, "relative_energy_kcal_mol": 63.43, "orbital_gap_ev": 9.44, "energy_ha": -569.24645, "max_force_ev_per_a": 6.74, "spin_multiplicity": 1, "total_charge": 1}

=====

{"formula": "C3H4NS", "method": "wB97M-V/def2-TZVPD", "elements": ["C", "C", "C", "N", "S", "H", "H", "H", "H"], "positions_angstrom": [[0.308, -0.182, -1.440], [0.151, -2.301, 0.785], [-0.387, 0.316, 0.754], [0.030, 0.614, -0.543], [0.783, -1.041, 1.566], [0.489, 0.214, -2.478], [-0.493, 1.078, 1.506], [-1.282, -0.256, 0.557], [0.401, 1.558, -0.706]], "homo_ev": [-13.72, -15.22], "relative_energy_kcal_mol": 149.00, "orbital_gap_ev": [6.36, 8.67], "energy_ha": -569.11008, "max_force_ev_per_a": 4.33, "spin_multiplicity": 1, "total_charge": 1}

=====

{"formula": "C3H4O", "method": "wB97M-V/def2-TZVPD", "elements": ["O", "C", "C", "C", "H", "H", "H", "H"], "positions_angstrom": [[0.034, 0.438, 1.595], [0.213, 0.667, 0.218], [0.130, -0.536, -0.638], [-0.704, -1.149, -1.256], [0.660, -0.244, 1.867], [-0.664, 1.208, -0.151], [1.078, 1.278, 0.005], [-1.639, -1.339, -1.727]], "homo_ev": -10.05, "relative_energy_kcal_mol": 48.38, "smiles": "C#CCO", "orbital_gap_ev": 10.68, "energy_ha": -191.83288, "max_force_ev_per_a": 1.40, "spin_multiplicity": 1, "total_charge": 0}

=====

{"formula": "C3H4O", "method": "wB97M-V/def2-TZVPD", "elements": ["C", "C", "C", "O", "H", "H", "H", "H"], "positions_angstrom": [[-0.591, 0.548, -0.200], [0.493, -0.404, -0.381], [-0.847, -0.334, 1.056], [0.427, -0.391, 1.285], [-0.040, 1.437, 0.175], [-1.160, 0.790, -1.032], [1.544, -0.108, -0.766], [0.175, -1.538, -0.137]], "homo_ev": -8.46, "relative_energy_kcal_mol": 113.33, "orbital_gap_ev": 8.89, "energy_ha": -191.72939, "max_force_ev_per_a": 4.95, "spin_multiplicity": 1, "total_charge": 0}

=====

{"formula": "C3H4O", "method": "wB97M-V/def2-TZVPD", "elements": ["C", "C", "C", "O", "H", "H", "H", "H"], "positions_angstrom": [[1.253, -0.791, 0.056], [1.527, 0.484, 0.186], [0.619, 0.090, -0.780], [-2.047, 0.168, 0.104], [1.349, -1.849, 0.241], [2.045, 1.286, 0.614], [-2.431, 0.321, -0.665], [-1.469, -0.629, 0.145]], "homo_ev": -8.98, "relative_energy_kcal_mol": 86.47, "smiles": "C1=CC=1.O", "orbital_gap_ev": 9.89, "energy_ha": -191.77219, "max_force_ev_per_a": 7.45, "spin_multiplicity": 1, "total_charge": 0}